Entry 1:
Here is a cluster of 5 separate species, C30H36N5O13P in total from the OMol25 dataset. Energies are from ωB97M-V with the def2-TZVPD basis set.

Each line ends with the Löwdin charge.
CARTESIAN COORDINATES (ANGSTROEM)
C -2.80 2.55 -0.53  -0.063
O -2.21 1.35 -0.99  -0.215
C -0.92 1.50 -1.56  -0.332
C 0.13 0.89 -0.59  -0.172
O 1.33 1.60 -0.50  -0.145
C 2.24 1.41 -1.59  -0.194
C 2.94 2.70 -1.99  -0.165
C 2.07 3.96 -2.06  -0.270
N 1.63 4.52 -0.78  0.000
P -1.00 0.80 -3.24  0.466
O 0.09 1.20 -4.13  -0.263
O -1.21 -0.77 -3.05  -0.103
O -2.44 1.25 -3.76  -0.099
H -2.05 3.24 -0.13  0.096
H -3.50 2.30 0.27  0.079
H -3.35 3.05 -1.34  0.096
H -0.65 2.56 -1.69  0.126
H -0.34 0.93 0.39  0.136
H 0.32 -0.18 -0.81  0.124
H 2.98 0.67 -1.28  0.124
H 1.72 1.01 -2.46  0.093
H 3.35 2.53 -2.99  0.100
H 3.80 2.90 -1.34  0.113
H 2.64 4.73 -2.58  0.082
H 1.21 3.76 -2.70  0.110
H 0.77 4.07 -0.49  0.036
H 2.29 4.26 -0.06  0.063
H -0.66 -1.17 -2.36  0.071
H -2.37 1.52 -4.68  0.094
O 3.25 6.00 -5.14  0.083
N 4.28 5.40 -4.92  -0.343
O 4.35 4.22 -4.62  0.069
C 5.55 6.15 -5.02  -0.144
C 5.50 7.49 -5.33  -0.002
C 6.69 8.19 -5.42  -0.065
C 7.90 7.54 -5.20  -0.073
C 7.92 6.19 -4.89  -0.066
C 6.74 5.48 -4.80  -0.002
H 4.55 7.97 -5.50  0.119
H 6.68 9.25 -5.66  0.108
H 8.83 8.10 -5.27  0.107
H 8.87 5.69 -4.72  0.108
H 6.73 4.42 -4.56  0.119
O -3.91 1.30 3.18  0.076
N -4.25 0.18 3.52  -0.353
O -4.74 -0.08 4.60  0.056
C -4.02 -0.92 2.58  -0.145
C -3.41 -0.65 1.37  0.009
C -3.16 -1.70 0.50  -0.041
C -3.50 -2.99 0.86  -0.063
C -4.10 -3.25 2.09  -0.057
C -4.38 -2.21 2.96  0.000
H -3.14 0.36 1.10  0.087
H -2.69 -1.50 -0.46  0.102
H -3.29 -3.81 0.19  0.101
H -4.36 -4.26 2.37  0.107
H -4.84 -2.37 3.92  0.120
O -0.67 -5.21 -0.38  0.064
N -1.01 -5.65 0.70  -0.358
O -0.68 -5.20 1.77  0.078
C -1.93 -6.81 0.70  -0.155
C -2.31 -7.35 -0.51  -0.004
C -3.18 -8.44 -0.50  -0.064
C -3.64 -8.95 0.71  -0.070
C -3.23 -8.38 1.91  -0.063
C -2.37 -7.30 1.91  -0.004
H -1.94 -6.93 -1.44  0.119
H -3.49 -8.88 -1.44  0.109
H -4.31 -9.80 0.71  0.108
H -3.59 -8.79 2.85  0.110
H -2.04 -6.84 2.83  0.121
O -1.27 -4.49 6.96  0.070
N -0.24 -3.93 6.66  -0.353
O 0.87 -4.42 6.74  0.076
C -0.34 -2.55 6.13  -0.146
C -1.59 -1.96 6.05  0.004
C -1.68 -0.68 5.55  -0.059
C -0.54 -0.01 5.14  -0.062
C 0.71 -0.62 5.23  -0.063
C 0.81 -1.91 5.73  -0.003
H -2.47 -2.51 6.37  0.120
H -2.65 -0.20 5.47  0.084
H -0.62 1.00 4.74  0.109
H 1.60 -0.10 4.91  0.108
H 1.76 -2.41 5.81  0.118

Its highest occupied orbital energy is -0.3219 Eh. Its SMILES is CO[C@@H](COCCCN)P(=O)(O)O.O=[N+]([O-])c1ccccc1.O=[N+]([O-])c1ccccc1.O=[N+]([O-])c1ccccc1.O=[N+]([O-])c1ccccc1.

Entry 2:
Here is a cluster of 2 separate species, CH5NO3S2 in total in a non-equilibrium geometry from the OMol25 dataset. Energies are from ωB97M-V with the def2-TZVPD basis set.

Each line ends with the natural charge from an NBO analysis.
CARTESIAN COORDINATES (ANGSTROEM)
C -1.21 -1.48 -1.02  -0.742
N 0.80 -0.30 0.67  -0.274
O -1.33 0.91 0.33  -0.959
O 0.37 0.73 -1.59  -0.898
O 0.40 -0.06 1.86  -0.436
S 2.47 2.17 0.11  -0.100
S -0.38 0.18 -0.45  2.115
H -1.54 -1.13 -1.96  0.247
H -0.41 -2.08 -0.92  0.227
H -1.93 -1.59 -0.20  0.235
H -0.54 0.41 2.01  0.502
H 3.30 2.23 1.16  0.084

Its highest occupied orbital energy (alpha / beta) is -0.3556 / -0.3389 Eh. Its energy relative to the best compared isomer or geometry (same formula, charge and spin) is 333.2 kJ/mol.

Entry 3:
Here is a cluster of 6 separate species, C50H70N6O21P3 in total in a non-equilibrium geometry from the OMol25 dataset. Energies are from ωB97M-V with the def2-TZVPD basis set.

Each line ends with the Löwdin charge.
CARTESIAN COORDINATES (ANGSTROEM)
C 7.89 0.97 -2.29  -0.126
O 7.55 2.33 -1.79  -0.300
C 7.65 3.33 -2.89  -0.209
C 6.67 4.60 -2.47  -0.169
C 6.25 5.55 -3.75  -0.212
C 4.95 6.55 -3.40  -0.198
C 3.82 6.53 -4.61  -0.215
C 2.30 6.90 -4.12  -0.211
C 1.24 5.66 -4.40  -0.234
C 0.16 5.42 -3.18  -0.261
P 0.77 4.24 -1.80  0.411
O 2.32 5.04 -1.49  -0.397
P 1.23 3.26 0.14  0.831
N 0.17 3.95 1.45  -0.229
O 2.91 3.59 0.51  -0.419
O -0.80 3.48 -1.57  -0.386
C -0.80 2.14 -2.17  -0.328
P -1.33 0.89 -0.84  0.769
O -2.35 -0.23 -1.32  -0.412
O -2.20 1.82 0.39  -0.231
O -0.04 0.09 0.00  -0.247
C 0.46 1.85 -3.17  -0.339
C -0.06 2.28 -4.68  -0.117
C -0.50 1.02 -5.62  -0.203
C -1.58 -0.02 -4.95  -0.204
C -3.14 0.22 -5.38  -0.197
C -3.64 1.78 -5.36  -0.172
C -4.33 2.27 -3.96  -0.202
O -5.80 2.01 -4.12  -0.281
C -6.55 2.52 -2.95  -0.129
C 1.40 0.53 -3.00  0.004
C 2.90 0.99 -2.44  -0.250
O 3.26 0.97 -1.15  -0.039
O 3.95 1.42 -3.42  -0.028
O 1.40 2.97 -2.83  -0.320
H 6.88 0.44 -2.61  0.108
H 8.66 0.97 -3.18  0.096
H 8.33 0.32 -1.41  0.094
H 8.79 3.67 -2.91  0.127
H 7.39 2.89 -3.95  0.125
H 5.68 4.19 -1.97  0.133
H 7.27 5.27 -1.67  0.121
H 7.18 6.22 -4.06  0.108
H 6.04 4.84 -4.66  0.098
H 4.53 6.24 -2.35  0.095
H 5.33 7.67 -3.32  0.107
H 4.20 7.32 -5.42  0.109
H 3.83 5.48 -5.14  0.096
H 1.95 7.85 -4.71  0.097
H 2.32 7.20 -2.97  0.100
H 1.82 4.70 -4.74  0.076
H 0.60 6.01 -5.34  0.102
H -0.12 6.48 -2.71  0.101
H -0.88 4.98 -3.56  0.081
H 0.26 5.30 -0.91  -0.015
H 2.17 5.92 -1.01  0.069
H 0.10 4.99 1.36  0.001
H 0.73 3.74 2.33  0.024
H 2.98 4.29 1.22  0.042
H -1.73 2.11 -2.93  0.115
H -3.11 1.40 0.51  0.065
H 0.87 0.43 -0.26  0.016
H 0.88 2.78 -5.22  0.124
H -0.90 3.10 -4.68  0.108
H 0.46 0.43 -5.96  0.098
H -1.02 1.42 -6.62  0.120
H -1.47 -0.07 -3.77  0.087
H -1.29 -1.10 -5.34  0.117
H -3.80 -0.35 -4.57  0.125
H -3.37 -0.35 -6.41  0.114
H -4.49 1.87 -6.20  0.126
H -2.83 2.57 -5.65  0.094
H -4.24 3.46 -3.94  0.135
H -3.89 1.79 -2.99  0.121
H -6.45 1.71 -2.08  0.094
H -7.71 2.69 -3.19  0.104
H -6.14 3.58 -2.62  0.100
H 1.62 0.08 -4.08  0.126
H 0.93 -0.35 -2.38  0.128
H 3.41 1.83 -4.19  0.117
C -4.96 -2.76 -0.01  -0.049
C -5.99 -3.62 0.37  -0.065
C -7.27 -3.12 0.61  -0.004
C -7.51 -1.75 0.46  -0.148
C -6.47 -0.88 0.08  0.000
C -5.20 -1.40 -0.15  -0.050
N -8.86 -1.22 0.69  -0.330
O -9.74 -2.01 1.04  0.046
O -9.04 0.00 0.51  0.054
H -3.96 -3.16 -0.20  0.115
H -5.80 -4.69 0.48  0.079
H -8.06 -3.80 0.91  0.110
H -6.64 0.19 -0.03  0.105
H -4.39 -0.73 -0.45  0.070
C -9.16 -9.79 0.91  -0.075
C -9.19 -8.51 1.47  -0.065
C -8.01 -7.78 1.64  0.005
C -6.80 -8.35 1.23  -0.137
C -6.75 -9.64 0.68  0.001
C -7.94 -10.35 0.52  -0.069
N -5.55 -7.58 1.38  -0.312
O -5.63 -6.46 1.90  0.038
O -4.50 -8.10 0.99  0.068
H -10.08 -10.35 0.78  0.107
H -10.15 -8.08 1.77  0.110
H -8.06 -6.79 2.07  0.119
H -5.82 -10.09 0.37  0.119
H -7.92 -11.35 0.09  0.107
C -1.82 -4.76 4.83  -0.069
C -1.76 -4.83 6.22  -0.072
C -2.52 -5.78 6.91  -0.003
C -3.32 -6.67 6.19  -0.147
C -3.39 -6.60 4.79  0.000
C -2.63 -5.64 4.12  -0.048
N -4.10 -7.69 6.90  -0.330
O -4.03 -7.71 8.14  0.049
O -4.77 -8.48 6.23  0.051
H -1.23 -4.02 4.30  0.099
H -1.13 -4.14 6.77  0.101
H -2.46 -5.82 8.00  0.115
H -4.01 -7.28 4.22  0.106
H -2.67 -5.58 3.03  0.110
C 4.95 -3.70 8.02  -0.076
C 4.06 -2.66 7.80  -0.066
C 2.96 -2.83 6.95  0.004
C 2.77 -4.07 6.33  -0.137
C 3.67 -5.12 6.54  -0.001
C 4.76 -4.93 7.39  -0.070
N 1.61 -4.27 5.45  -0.306
O 0.84 -3.31 5.28  0.051
O 1.45 -5.39 4.94  0.071
H 5.80 -3.56 8.69  0.107
H 4.21 -1.70 8.30  0.110
H 2.27 -2.01 6.79  0.121
H 3.54 -6.09 6.05  0.119
H 5.47 -5.75 7.56  0.107
C 7.29 2.53 1.39  -0.050
C 8.22 3.57 1.52  -0.061
C 8.26 4.32 2.70  -0.008
C 7.38 4.02 3.74  -0.153
C 6.45 2.98 3.61  -0.004
C 6.41 2.24 2.43  -0.049
N 7.44 4.79 4.99  -0.331
O 8.27 5.71 5.06  0.047
O 6.66 4.47 5.90  0.049
H 7.26 1.94 0.47  0.091
H 8.90 3.79 0.71  0.106
H 8.99 5.13 2.78  0.114
H 5.75 2.74 4.41  0.116
H 5.69 1.43 2.32  0.114

The total charge is -1. Its highest occupied orbital energy is -0.1360 Eh.

Entry 4:
Here is the molecule C4H7N2OP in a non-equilibrium geometry from the OMol25 dataset. Energies are from ωB97M-V with the def2-TZVPD basis set.

Each line ends with the natural charge from an NBO analysis.
CARTESIAN COORDINATES (ANGSTROEM)
N -1.46 -1.77 -0.96  -1.141
P -1.69 -0.10 -0.43  1.258
N -1.81 0.59 -1.96  -1.162
C -0.21 0.20 0.32  -0.240
C 0.38 0.15 1.53  -0.239
C 1.69 0.42 1.77  -0.481
C 2.40 0.71 0.62  0.320
O 1.90 0.92 -0.53  -0.568
H -1.07 -2.38 -0.15  0.394
H -2.21 -2.18 -1.35  0.370
H -1.81 1.69 -2.02  0.420
H -1.15 0.14 -2.57  0.402
H -0.51 0.05 2.26  0.286
H 2.09 0.52 2.78  0.231
H 3.47 1.04 0.69  0.149

Its highest occupied orbital energy (alpha / beta) is -0.2903 / -0.2903 Eh. Its SMILES is NP(N)#C/C=C\C=O. Its energy relative to the best compared isomer or geometry (same formula, charge and spin) is 385.1 kJ/mol.

Entry 5:
Here is a structure of composition C26H27Cl2N2O6PYb in a non-equilibrium geometry from the OMol25 dataset. Energies are from ωB97M-V with the def2-TZVPD basis set.

Each line ends with the natural charge from an NBO analysis.
CARTESIAN COORDINATES (ANGSTROEM)
C -4.98 -1.88 2.33  -0.627
C -5.26 -2.37 0.85  -0.065
O -4.58 -1.47 -0.03  -0.561
C -4.50 -2.03 -1.35  -0.087
C -3.61 -1.20 -2.33  -0.087
O -2.33 -0.82 -1.80  -0.558
C -2.16 0.61 -1.89  -0.107
C -0.68 0.95 -1.54  -0.004
C -0.26 1.08 -0.13  0.153
C -1.33 0.93 0.97  -0.495
C -1.55 -0.59 1.33  -0.083
O -0.49 -0.90 2.33  -0.583
C -0.24 -2.25 2.30  0.670
O 0.71 -2.76 1.77  -0.566
C 1.14 1.35 0.11  -0.161
C 2.16 1.50 -0.95  -0.087
C 1.75 1.37 -2.35  -0.299
P 3.05 1.51 -3.71  1.284
N 4.30 0.57 -3.38  -1.275
C 0.33 1.10 -2.61  -0.004
C -0.14 0.92 -4.07  -0.109
Cl -0.75 -0.71 -4.53  0.016
C -0.15 1.91 -5.01  0.020
C 0.35 3.37 -4.67  -0.656
Cl -0.76 1.60 -6.67  0.036
C 3.65 1.75 -0.54  0.537
O 4.40 2.46 -1.13  -0.427
C 4.07 0.99 0.78  -0.165
C 3.13 0.86 1.74  -0.178
C 3.46 0.09 3.02  0.147
C 3.11 -1.33 3.24  -0.205
C 3.37 -2.09 4.44  0.082
N 4.03 -1.52 5.50  -0.733
C 4.41 -0.17 5.30  -0.093
C 4.19 0.70 4.19  -0.175
C 1.69 1.46 1.57  0.584
O 1.11 1.98 2.48  -0.493
H -3.93 -2.21 2.57  0.184
H -5.00 -0.77 2.31  0.218
H -5.72 -2.33 3.04  0.231
H -4.87 -3.42 0.78  0.168
H -6.37 -2.42 0.67  0.181
H -4.19 -3.10 -1.27  0.176
H -5.55 -2.02 -1.78  0.187
H -4.16 -0.25 -2.60  0.180
H -3.47 -1.75 -3.31  0.209
H -2.38 1.00 -2.91  0.210
H -2.90 1.06 -1.18  0.199
H -2.34 1.32 0.68  0.250
H -1.08 1.44 1.93  0.263
H -2.55 -0.80 1.78  0.219
H -1.33 -1.23 0.44  0.219
H -0.99 -2.94 2.81  0.128
H 3.44 2.88 -3.84  -0.031
H 2.55 1.08 -4.96  -0.010
H 4.15 0.07 -2.50  0.348
H -0.08 4.04 -5.45  0.260
H -0.02 3.59 -3.64  0.236
H 1.47 3.40 -4.75  0.223
H 5.09 0.55 0.90  0.249
H 2.59 -1.86 2.40  0.308
H 3.04 -3.16 4.50  0.262
H 5.01 0.32 6.16  0.129
H 4.54 1.76 4.16  0.289
Yb 4.46 -1.21 7.50  1.867

The total charge is +2. Its highest occupied orbital energy is -0.4269 Eh.

Entry 6:
Here is a structure of composition C6H10N3 in a non-equilibrium geometry from the OMol25 dataset. Energies are from ωB97M-V with the def2-TZVPD basis set.

Each line ends with the natural charge from an NBO analysis.
CARTESIAN COORDINATES (ANGSTROEM)
C 1.21 -1.42 0.30  -0.190
C -1.43 -0.95 -0.09  -0.236
C 1.98 1.18 0.32  -0.051
C -1.67 1.42 0.29  0.163
C 0.00 -1.09 -0.65  -0.297
C 0.74 0.21 -0.74  0.429
N 1.94 -0.22 -0.20  -0.410
N 0.72 1.47 -0.41  -0.510
N -1.92 0.38 -0.41  -0.440
H 0.96 -1.38 1.36  0.207
H 1.76 -2.33 0.07  0.236
H -2.09 -1.69 -0.52  0.251
H -1.42 -1.07 1.00  0.233
H 1.85 1.26 1.39  0.210
H 2.85 1.73 -0.02  0.226
H -1.29 1.31 1.30  0.226
H -1.94 2.40 -0.05  0.249
H 0.03 -1.68 -1.56  0.267
H -2.30 0.49 -1.36  0.439

The total charge is +1. Its highest occupied orbital energy is -0.4886 Eh. Its energy relative to the best compared isomer or geometry (same formula, charge and spin) is 409.6 kJ/mol.

Entry 7:
Here is a cluster of 2 separate species, C14H10BF4N in total in a non-equilibrium geometry from the OMol25 dataset. Energies are from ωB97M-V with the def2-TZVPD basis set.

Each line ends with the natural charge from an NBO analysis.
CARTESIAN COORDINATES (ANGSTROEM)
F -4.19 0.64 -0.66  -0.317
C -3.30 -0.26 -0.13  0.428
C -3.80 -1.29 0.65  -0.307
C -2.87 -2.18 1.18  0.420
F -3.32 -3.20 1.98  -0.313
C -1.52 -2.08 0.93  -0.248
C -1.00 -0.97 0.20  -0.066
C 0.46 -0.73 0.22  -0.033
C 1.31 -0.17 -0.84  -0.078
C 2.66 -0.61 -0.93  -0.246
C 3.57 0.08 -1.69  0.415
F 4.88 -0.33 -1.71  -0.315
C 3.22 1.19 -2.47  -0.311
C 1.88 1.54 -2.47  0.423
F 1.50 2.62 -3.23  -0.318
C 0.90 0.88 -1.72  -0.236
C -1.94 -0.08 -0.40  -0.252
H -4.87 -1.42 0.82  0.260
H -0.82 -2.82 1.32  0.236
H 1.01 -1.34 0.98  0.264
H 2.97 -1.48 -0.36  0.237
H 3.95 1.71 -3.09  0.260
H -0.11 1.21 -1.78  0.230
H -1.64 0.75 -0.99  0.228
H 0.50 0.31 1.24  0.062
B 0.60 1.39 1.98  -0.169
H 1.62 1.31 2.62  0.014
H 0.46 2.38 1.31  0.011
C -0.64 1.42 3.09  0.103
N -1.46 1.55 3.94  -0.381

Its highest occupied orbital energy is -0.3783 Eh. Its energy relative to the best compared isomer or geometry (same formula, charge and spin) is 0.0 kJ/mol.

Entry 8:
Here is a cluster of 2 separate species, C15H16F3O4S in total in a non-equilibrium geometry from the OMol25 dataset. Energies are from ωB97M-V with the def2-TZVPD basis set.

Each line ends with the natural charge from an NBO analysis.
CARTESIAN COORDINATES (ANGSTROEM)
C 2.02 1.11 5.46  -0.623
C 1.12 1.09 4.26  -0.078
O 1.13 -0.24 3.68  -0.514
C 0.42 -0.25 2.52  0.728
C 0.23 -1.59 1.92  -0.278
C -0.46 -1.69 0.81  -0.205
C -0.65 -2.99 0.11  0.753
O -0.28 -3.18 -1.03  -0.579
O -1.25 -3.94 0.86  -0.501
C -1.29 -5.19 0.14  -0.079
C -2.21 -6.17 0.82  -0.624
O -0.04 0.76 2.02  -0.540
H 1.94 2.09 5.93  0.213
H 1.75 0.36 6.20  0.205
H 3.07 0.97 5.17  0.208
H 0.09 1.33 4.55  0.187
H 1.46 1.81 3.51  0.211
H 0.67 -2.43 2.45  0.218
H -0.81 -0.83 0.25  0.278
H -1.64 -5.00 -0.88  0.203
H -0.27 -5.58 0.10  0.180
H -2.18 -7.10 0.26  0.212
H -1.90 -6.39 1.85  0.209
H -3.24 -5.82 0.82  0.213
F -2.10 2.86 -5.37  -0.337
C -0.74 2.72 -5.39  0.982
F -0.48 1.40 -5.69  -0.345
F -0.27 3.48 -6.43  -0.343
C -0.11 3.11 -4.07  -0.165
C 1.21 3.56 -4.06  -0.291
C 1.80 3.91 -2.83  -0.212
C 1.08 3.79 -1.65  -0.262
C -0.27 3.32 -1.66  -0.181
S -1.14 3.16 -0.26  -0.428
C -0.85 2.98 -2.91  -0.235
H 1.76 3.64 -4.99  0.202
H 2.83 4.27 -2.82  0.191
H 1.52 4.05 -0.69  0.207
H -1.88 2.62 -2.94  0.220

The total charge is -1. Its highest occupied orbital energy is -0.0989 Eh. Its energy relative to the best compared isomer or geometry (same formula, charge and spin) is 0.0 kJ/mol.